1.
C39H91N5O7 | the ωB97M-V functional and the def2-TZVPD basis

Values from the calculation:
SMILES string = CC1(C)CCCC(C)(C)N1O.CC1(C)CCCC(C)(C)N1O.CC1(C)CCCC(C)(C)N1O.COC[C@H](C)N.COC[C@H](C)N.CCO.CCO
spin multiplicity = 1
Kohn-Sham gap = 0.302 Ha

Last column: Mulliken charge in e.
Element x y z (Å)
C: -18.678 -20.994 -3.595  -1.392
C: -17.893 -20.113 -2.633  0.464
C: -18.106 -18.476 -2.796  -0.041
O: -17.212 -17.712 -1.995  -0.355
C: -17.407 -16.284 -2.072  -0.425
N: -18.160 -20.379 -1.260  -0.733
H: -18.225 -21.981 -3.507  0.334
H: -18.630 -20.676 -4.636  0.318
H: -19.745 -21.101 -3.399  0.343
H: -16.893 -20.443 -2.915  0.249
H: -19.152 -18.223 -2.621  0.189
H: -17.955 -18.119 -3.814  -0.096
H: -16.605 -15.754 -1.558  0.364
H: -18.202 -15.716 -1.589  0.388
H: -17.430 -15.743 -3.018  -0.163
H: -17.590 -19.726 -0.742  0.335
H: -19.108 -20.132 -1.017  0.269
C: -23.477 -11.952 -5.302  -1.170
C: -23.760 -13.278 -4.636  0.635
C: -22.647 -14.467 -4.854  -0.577
O: -23.003 -15.679 -4.110  -0.423
C: -22.036 -16.709 -4.418  -0.720
N: -23.933 -13.147 -3.167  -0.793
H: -22.546 -11.483 -4.983  0.347
H: -24.176 -11.183 -4.975  0.334
H: -23.476 -12.062 -6.386  -0.013
H: -24.719 -13.593 -5.046  0.211
H: -21.645 -14.047 -4.776  0.252
H: -22.556 -14.666 -5.921  0.343
H: -21.689 -16.769 -5.450  0.293
H: -22.458 -17.651 -4.068  0.306
H: -21.166 -16.627 -3.767  0.298
H: -23.175 -12.672 -2.699  0.254
H: -23.942 -14.110 -2.862  0.342
C: -18.878 -14.314 -6.496  -1.718
C: -17.740 -13.960 -7.590  2.116
C: -16.522 -13.270 -6.856  -1.509
C: -15.760 -14.266 -5.987  -0.054
C: -15.226 -15.332 -6.945  -0.831
C: -16.291 -16.100 -7.793  1.637
N: -17.278 -15.177 -8.369  0.261
O: -18.301 -15.749 -9.065  -0.456
C: -15.649 -16.815 -8.967  -2.006
C: -17.050 -17.087 -6.996  -1.460
C: -18.311 -12.955 -8.588  -1.873
H: -18.593 -14.216 -5.448  0.367
H: -19.365 -15.289 -6.503  0.401
H: -19.714 -13.630 -6.645  0.061
H: -15.770 -12.831 -7.512  0.461
H: -16.841 -12.430 -6.239  0.431
H: -16.285 -14.795 -5.192  -0.330
H: -14.925 -13.760 -5.502  0.488
H: -14.595 -16.070 -6.449  0.415
H: -14.680 -14.936 -7.802  -0.115
H: -16.383 -17.369 -9.552  0.426
H: -15.032 -16.158 -9.579  0.422
H: -15.014 -17.646 -8.659  0.265
H: -16.435 -17.938 -6.703  0.507
H: -17.338 -16.496 -6.127  0.029
H: -17.900 -17.498 -7.540  0.452
H: -18.624 -12.012 -8.140  0.331
H: -19.125 -13.441 -9.125  0.319
H: -17.603 -12.893 -9.414  0.503
H: -18.275 -15.171 -9.831  0.434
C: -10.071 -11.538 -11.614  -1.709
C: -9.117 -12.004 -10.508  1.184
C: -8.643 -10.686 -9.868  -1.091
C: -9.634 -10.117 -8.795  -0.716
C: -9.888 -11.103 -7.707  -1.110
C: -10.481 -12.446 -8.309  1.552
N: -9.700 -12.914 -9.450  0.590
O: -10.176 -14.151 -9.986  -0.471
C: -10.437 -13.489 -7.193  -1.901
C: -11.970 -12.065 -8.543  -1.476
C: -7.890 -12.766 -11.174  -1.729
H: -10.301 -12.462 -12.145  0.375
H: -9.448 -10.961 -12.297  0.470
H: -10.951 -10.979 -11.297  0.353
H: -7.641 -10.846 -9.472  0.370
H: -8.554 -9.852 -10.564  0.379
H: -10.547 -9.840 -9.322  0.300
H: -9.305 -9.133 -8.463  0.416
H: -10.476 -10.649 -6.909  0.521
H: -8.915 -11.318 -7.265  0.342
H: -10.957 -14.391 -7.514  0.174
H: -9.375 -13.643 -7.002  0.565
H: -10.904 -13.063 -6.305  0.281
H: -12.122 -11.687 -9.554  0.255
H: -12.588 -12.963 -8.568  0.256
H: -12.332 -11.410 -7.751  0.350
H: -7.371 -12.401 -12.060  0.377
H: -8.119 -13.786 -11.480  0.349
H: -7.098 -12.767 -10.425  0.393
H: -9.687 -14.777 -9.446  0.354
C: -10.845 -16.886 -6.987  -2.254
C: -10.302 -18.230 -6.373  2.129
C: -11.446 -19.253 -6.411  -1.344
C: -11.776 -19.989 -7.748  -0.483
C: -10.531 -20.778 -8.087  -1.177
C: -9.349 -19.772 -8.371  1.372
N: -9.186 -18.778 -7.174  0.188
O: -8.132 -17.917 -7.425  -0.478
C: -8.021 -20.548 -8.587  -1.837
C: -9.642 -18.902 -9.588  -1.639
C: -9.850 -17.865 -4.916  -1.995
H: -10.019 -16.192 -7.146  0.475
H: -11.625 -16.439 -6.370  0.526
H: -11.283 -16.927 -7.984  0.423
H: -11.222 -19.887 -5.553  0.414
H: -12.384 -18.780 -6.121  0.319
H: -12.136 -19.395 -8.588  0.334
H: -12.626 -20.606 -7.453  0.337
H: -10.585 -21.449 -8.945  0.484
H: -10.223 -21.379 -7.232  0.387
H: -7.167 -19.876 -8.673  0.433
H: -7.963 -21.192 -7.710  0.433
H: -7.920 -21.242 -9.422  0.356
H: -9.856 -19.621 -10.379  0.412
H: -10.468 -18.204 -9.456  0.255
H: -8.780 -18.431 -10.061  0.356
H: -9.664 -18.738 -4.291  0.472
H: -10.537 -17.201 -4.392  0.346
H: -8.840 -17.455 -4.895  0.374
H: -7.361 -18.487 -7.376  0.364
C: -21.912 -12.881 -8.978  -0.166
C: -23.338 -13.182 -9.316  -0.595
O: -24.119 -12.050 -9.606  -0.535
H: -21.840 -12.291 -8.064  -0.318
H: -21.652 -12.277 -9.847  0.500
H: -21.346 -13.810 -8.921  0.159
H: -23.929 -13.591 -8.497  0.257
H: -23.351 -13.822 -10.199  0.407
H: -23.763 -11.531 -10.331  0.294
C: -21.593 -9.648 -7.613  -0.892
C: -20.483 -9.422 -6.552  -0.271
O: -19.533 -8.456 -6.997  -0.556
H: -22.108 -8.733 -7.909  0.540
H: -22.354 -10.346 -7.264  0.093
H: -21.144 -9.879 -8.579  0.280
H: -19.979 -10.356 -6.304  0.195
H: -20.926 -8.942 -5.679  0.373
H: -20.069 -7.695 -7.231  0.309


2.
C39H92NO22P4S2 | the ωB97M-V functional and the def2-TZVPD basis

Values from the calculation:
spin multiplicity = 1
Kohn-Sham gap = 0.213 Ha
charge = -1

Last column: Mulliken charge in e.
Element x y z (Å)
C: 9.563 -4.096 4.337  -1.013
C: 9.385 -4.533 2.809  -0.414
C: 9.820 -3.287 1.952  -0.131
O: 10.244 -3.612 0.615  -0.403
S: 9.924 -2.327 -0.426  0.956
O: 10.253 -2.879 -1.785  -0.708
O: 8.470 -1.982 -0.406  -0.594
N: 10.975 -1.035 -0.166  -0.558
S: 10.259 0.165 0.788  1.403
O: 11.316 1.225 0.989  -0.781
O: 9.804 -0.274 2.146  -0.691
C: 8.860 1.029 -0.038  -0.700
C: 8.472 2.251 0.914  -0.626
C: 6.915 2.507 0.694  -0.843
C: 6.057 1.646 1.694  -0.551
C: 4.575 2.200 1.857  0.094
C: 3.696 1.274 2.806  -0.596
C: 2.153 1.394 2.376  -0.817
C: 1.503 -0.030 2.158  -0.592
C: 2.259 -0.900 1.066  -0.147
C: 1.290 -1.828 0.229  -0.947
C: 0.308 -2.709 1.095  -0.003
O: 0.915 -3.983 1.402  -0.398
C: 1.728 -3.851 2.574  -0.600
H: 10.654 -3.869 4.472  0.292
H: 9.170 -4.857 5.052  0.327
H: 9.031 -3.103 4.415  0.247
H: 8.276 -4.667 2.643  0.231
H: 9.936 -5.473 2.561  0.289
H: 10.677 -2.760 2.470  0.237
H: 8.968 -2.550 1.991  0.290
H: 9.160 1.348 -1.065  0.285
H: 7.932 0.395 -0.097  0.389
H: 8.592 1.954 1.990  0.367
H: 9.111 3.138 0.691  0.351
H: 6.755 3.617 0.804  0.355
H: 6.608 2.181 -0.343  0.329
H: 6.515 1.632 2.725  0.261
H: 5.944 0.570 1.380  0.285
H: 4.598 3.241 2.303  -0.616
H: 4.136 2.187 0.817  0.415
H: 3.751 1.683 3.857  0.428
H: 4.051 0.210 2.766  0.394
H: 1.613 1.915 3.219  0.325
H: 2.110 1.997 1.434  0.430
H: 1.552 -0.607 3.121  0.114
H: 0.428 0.034 1.842  0.368
H: 2.713 -0.168 0.333  0.276
H: 3.134 -1.471 1.484  0.238
H: 1.921 -2.527 -0.390  0.336
H: 0.713 -1.207 -0.514  0.348
H: -0.075 -2.210 2.022  0.384
H: -0.586 -2.943 0.454  -0.116
H: 1.290 -3.181 3.361  0.259
H: 1.792 -4.880 3.036  0.252
H: 2.778 -3.551 2.305  0.225
O: -3.283 -2.424 -5.636  -0.825
P: -3.172 -2.460 -4.115  1.093
O: -4.722 -1.958 -3.735  -0.389
C: -5.851 -2.439 -4.455  -0.301
C: -6.419 -3.709 -3.848  -1.011
O: -2.359 -1.042 -3.892  -0.351
C: -1.740 -0.357 -4.972  -0.474
C: -2.694 0.642 -5.597  -0.745
O: -2.827 -2.745 -2.481  -0.256
C: -3.637 -3.549 -1.645  -0.203
C: -3.446 -5.026 -1.917  -0.939
H: -5.626 -2.604 -5.509  0.324
H: -6.608 -1.652 -4.415  0.335
H: -5.675 -4.508 -3.846  0.173
H: -7.289 -4.051 -4.413  0.419
H: -6.732 -3.543 -2.815  0.256
H: -1.351 -1.061 -5.711  0.343
H: -0.877 0.176 -4.566  0.387
H: -3.631 0.174 -5.904  0.277
H: -2.238 1.119 -6.468  0.439
H: -2.955 1.416 -4.873  0.063
H: -4.683 -3.256 -1.701  0.194
H: -3.327 -3.338 -0.616  0.368
H: -3.612 -5.258 -2.971  0.286
H: -4.134 -5.620 -1.311  0.257
H: -2.424 -5.328 -1.678  0.303
O: 3.378 7.896 5.112  -0.805
P: 2.074 7.184 4.765  1.113
O: 1.914 6.257 6.148  -0.345
C: 2.201 6.795 7.434  -0.328
C: 0.985 7.443 8.069  -1.001
O: 2.678 6.045 3.737  -0.320
C: 3.996 6.136 3.208  -0.433
C: 4.988 5.415 4.100  -0.930
O: 0.558 6.671 4.205  -0.340
C: -0.627 6.762 4.971  -0.154
C: -1.160 8.178 5.035  -1.098
H: 3.025 7.508 7.406  0.327
H: 2.529 5.960 8.057  0.325
H: 0.613 8.266 7.453  0.175
H: 1.230 7.839 9.057  0.401
H: 0.173 6.723 8.186  0.264
H: 4.282 7.177 3.044  0.373
H: 3.984 5.658 2.226  0.428
H: 4.947 5.772 5.131  0.354
H: 6.007 5.542 3.727  0.384
H: 4.760 4.348 4.131  0.142
H: -0.492 6.332 5.961  0.242
H: -1.366 6.128 4.472  0.341
H: -0.399 8.870 5.402  0.293
H: -2.032 8.231 5.692  0.344
H: -1.455 8.519 4.040  0.317
O: -5.782 -7.445 0.912  -0.734
P: -6.509 -8.382 1.872  1.103
O: -6.941 -9.575 0.784  -0.429
C: -6.035 -10.023 -0.220  -0.165
C: -5.168 -11.172 0.262  -1.022
O: -7.948 -7.580 1.957  -0.332
C: -8.089 -6.248 1.479  -0.322
C: -8.517 -6.237 0.024  -0.995
O: -7.108 -9.296 3.167  -0.364
C: -6.721 -10.634 3.420  -0.133
C: -5.339 -10.725 4.030  -1.084
H: -5.403 -9.216 -0.591  0.225
H: -6.642 -10.360 -1.063  0.323
H: -4.569 -10.874 1.126  0.180
H: -4.491 -11.501 -0.528  0.408
H: -5.780 -12.026 0.559  0.265
H: -7.172 -5.676 1.635  0.309
H: -8.862 -5.768 2.084  0.339
H: -7.839 -6.817 -0.604  0.252
H: -8.560 -5.214 -0.358  0.363
H: -9.505 -6.690 -0.081  0.290
H: -6.814 -11.248 2.527  0.228
H: -7.450 -11.035 4.131  0.340
H: -4.600 -10.211 3.412  0.293
H: -5.038 -11.769 4.146  0.346
H: -5.325 -10.249 5.013  0.312
O: -2.313 5.305 -5.879  -0.781
P: -3.612 5.687 -6.582  1.121
O: -3.660 7.306 -6.166  -0.391
C: -2.485 8.109 -6.189  -0.272
C: -2.258 8.755 -7.543  -0.994
O: -4.678 5.085 -5.477  -0.381
C: -4.262 4.198 -4.445  -0.171
C: -3.872 4.964 -3.196  -1.104
O: -4.973 5.867 -7.577  -0.316
C: -5.069 6.845 -8.594  -0.143
C: -4.256 6.481 -9.818  -1.079
H: -1.598 7.546 -5.897  0.310
H: -2.623 8.890 -5.437  0.326
H: -2.145 7.999 -8.323  0.174
H: -1.357 9.372 -7.530  0.400
H: -3.100 9.395 -7.818  0.264
H: -3.456 3.549 -4.790  0.141
H: -5.109 3.547 -4.215  0.441
H: -3.114 5.722 -3.404  0.265
H: -3.490 4.286 -2.431  0.388
H: -4.739 5.493 -2.793  0.272
H: -4.818 7.835 -8.217  0.228
H: -6.126 6.895 -8.874  0.341
H: -3.214 6.286 -9.556  0.287
H: -4.290 7.286 -10.555  0.341
H: -4.649 5.572 -10.279  0.316